Record 1
Computed, not measured: C3H5ClOS as an isolated structure in a non-equilibrium geometry, with the ωB97M-V functional and the def2-TZVPD basis.

## Properties
DFT total energy (a.u.): -1050.79269
HOMO (alpha / beta) (eV): -8.495 / -8.494
HOMO-LUMO gap (alpha / beta) (eV): 8.1937 / 8.1931
Energy above the lowest of the compared OMol25 structures with the same formula, charge and spin (kcal/mol): 83.38
F_max (eV/Å): 5.3

Cartesian coordinates (Å):
1 C 1.42601 0.76556 -1.68086
2 C 1.08646 0.61133 -0.46951
3 C -1.44417 -0.40162 1.39513
4 O -0.68282 -1.52661 -0.89501
5 S -1.15099 -0.21001 -0.39477
6 Cl 1.93008 0.49803 0.96763
7 H 2.53251 1.04162 -1.80455
8 H 0.78883 0.52668 -2.46695
9 H -1.15698 -1.36834 1.77177
10 H -2.48973 -0.18005 1.53368
11 H -0.83920 0.24341 2.04345

Atomic forces in eV per Å
C 4.0 1.0 -0.9
C -4.4 -1.1 2.7
C 0.7 0.7 0.2
O -1.1 -0.2 -0.2
S 3.7 0.0 0.3
Cl 0.3 0.3 0.5
H -1.6 -0.6 -0.5
H -0.9 0.1 -1.4
H -0.2 -0.8 -0.5
H -0.4 -0.1 0.2
H -0.1 0.5 -0.5

These are the Löwdin partial charges, in e, on atoms 1 to 4:
1 C -0.1147
2 C -0.7945
3 C -0.3049
4 O -0.5941



Record 2
Computed, not measured: C12H20LiN5O10P2S as an isolated structure, with the ωB97M-V functional and the def2-TZVPD basis.

## Properties
DFT total energy (a.u.): -2584.00907
HOMO (eV): -1.305
HOMO-LUMO gap (eV): 5.9042
Energy above the lowest of the compared OMol25 structures with the same formula, charge and spin (kcal/mol): 115.51
Charge: -2
F_max (eV/Å): 0.9

Cartesian coordinates (Å):
1 Li -0.27028 -0.94121 -0.55504
2 C -4.79875 -0.35638 -2.54191
3 C -5.49942 -0.79796 -1.25989
4 N -4.96140 -2.02019 -0.69653
5 C -3.67411 -2.03843 -0.15671
6 S -2.88504 -3.56716 -0.14410
7 N -3.28359 -0.88621 0.33114
8 N -1.98843 -0.88068 0.79960
9 C -1.71770 -0.06710 1.74708
10 C -2.74580 0.79853 2.42232
11 C -0.26711 0.05216 2.15958
12 C 0.05010 0.90747 3.22592
13 C 1.31623 1.46493 3.51161
14 C 2.51658 1.30307 2.90235
15 C 2.72401 0.32680 1.79954
16 N 0.51730 -0.66035 1.37908
17 H -5.19825 0.59625 -2.90386
18 H -4.92706 -1.10045 -3.33266
19 H -3.73016 -0.23998 -2.36072
20 H -6.56839 -0.95766 -1.44255
21 H -5.40903 -0.01541 -0.50733
22 H -5.13103 -2.86669 -1.21562
23 H -3.70632 0.64652 1.93944
24 H -2.46125 1.85045 2.35721
25 H -2.83452 0.54896 3.48331
26 H -0.77779 1.29710 3.79771
27 H 1.32049 2.15551 4.35446
28 H 3.39396 1.80497 3.28933
29 H 3.74451 -0.08623 1.87547
30 C 3.79352 0.85665 -2.40580
31 C 3.74062 0.10438 -1.08631
32 O 5.08508 -0.00944 -0.55076
33 P 2.85104 1.12560 0.15761
34 O 1.63459 1.89297 -0.35265
35 O 3.95031 2.26098 0.43606
36 O 1.86214 -0.81038 1.87464
37 P 2.91771 -1.53742 -1.32641
38 O 3.35823 -2.29176 0.03845
39 O 3.53096 -2.22876 -2.47739
40 O 1.49524 -1.10048 -1.20992
41 H 4.19054 1.86766 -2.28107
42 H 2.79479 0.92463 -2.83782
43 H 4.43457 0.28849 -3.07943
44 H 5.12815 -0.88745 -0.14259
45 H 0.71370 1.41891 -0.71567
46 H 4.81770 1.84475 0.27920
47 H 2.70158 -2.06501 0.74245
48 O 0.18359 1.11328 -3.24115
49 N -0.43487 0.51435 -2.37245
50 O -0.43064 0.96924 -1.15423
51 O -1.06632 -0.52187 -2.55298

Atomic forces in eV per Å
Li -0.2 -0.6 0.6
C 0.0 0.0 0.0
C 0.0 0.0 0.0
N -0.1 0.0 0.0
C 0.0 0.0 0.2
S 0.0 0.1 0.0
N 0.2 -0.2 0.1
N -0.2 0.1 -0.3
C 0.2 0.1 0.1
C 0.0 0.0 0.0
C -0.2 0.0 0.1
C 0.0 -0.1 -0.1
C 0.0 0.0 0.1
C 0.0 0.0 0.0
C 0.1 -0.2 0.1
N 0.1 0.2 0.0
H 0.0 0.0 0.0
H 0.0 0.0 0.0
H 0.0 0.0 0.0
H 0.0 0.0 0.0
H 0.0 0.0 0.0
H 0.0 0.0 -0.1
H 0.0 0.0 0.0
H 0.0 0.0 0.0
H 0.0 0.0 0.0
H 0.0 0.0 0.0
H 0.0 0.0 0.0
H 0.0 0.0 0.0
H 0.0 0.0 0.1
C 0.0 0.0 0.0
C 0.2 0.0 0.1
O 0.0 0.0 0.0
P -0.4 0.2 -0.2
O 0.6 0.0 0.3
O 0.3 0.0 0.0
O 0.0 0.0 -0.2
P 0.1 0.3 0.0
O -0.2 0.0 0.4
O 0.0 0.0 0.0
O -0.2 -0.3 -0.4
H 0.0 0.0 0.0
H 0.0 0.0 0.0
H 0.0 0.0 0.0
H 0.0 0.0 0.0
H -0.2 0.1 -0.4
H -0.1 0.1 0.0
H 0.2 0.0 -0.2
O -0.2 -0.1 0.2
N 0.2 0.1 -0.4
O -0.1 0.0 0.1
O 0.1 0.2 -0.2

These are the Löwdin partial charges, in e, on atoms 1 to 4:
1 Li 0.5854
2 C -0.0987
3 C -0.2976
4 N -0.0809



Record 3
Computed, not measured: C6H10O as an isolated structure, with the ωB97M-V functional and the def2-TZVPD basis.

## Properties
DFT total energy (a.u.): -309.78620
HOMO (eV): -9.128
HOMO-LUMO gap (eV): 10.1838
Energy above the lowest of the compared OMol25 structures with the same formula, charge and spin (kcal/mol): 35.25
F_max (eV/Å): 0.4

Cartesian coordinates (Å):
1 C -2.07629 -0.13809 0.32808
2 C -0.64768 -0.14694 0.82745
3 O -0.11464 -1.47554 1.06262
4 C 1.04056 -1.15340 0.29455
5 C 0.67178 -0.90639 -1.12889
6 C 0.51703 0.19572 -0.10348
7 C 1.16518 1.54532 -0.20917
8 H -2.41755 0.89258 0.17658
9 H -2.16916 -0.67606 -0.61973
10 H -2.74476 -0.61140 1.05535
11 H -0.56704 0.43474 1.75717
12 H 2.00867 -1.49058 0.65329
13 H 1.50508 -0.75515 -1.81194
14 H -0.18308 -1.42010 -1.56395
15 H 0.55372 2.23543 -0.80263
16 H 1.31416 1.99353 0.77987
17 H 2.14402 1.47633 -0.69518

Atomic forces in eV per Å
C 0.0 0.0 -0.1
C -0.3 0.2 0.0
O 0.0 -0.1 0.0
C 0.3 -0.1 0.0
C -0.1 0.0 -0.2
C 0.0 0.2 0.0
C 0.0 0.0 0.0
H 0.1 -0.1 0.0
H 0.0 0.1 0.1
H 0.1 0.1 -0.1
H 0.0 -0.1 -0.1
H -0.1 0.1 -0.1
H -0.1 0.0 0.1
H 0.1 0.1 0.1
H 0.1 -0.1 0.1
H 0.0 -0.1 -0.1
H -0.1 0.0 0.1

These are the Löwdin partial charges, in e, on atoms 1 to 4:
1 C -0.0270
2 C -0.3106
3 O -0.0404
4 C -0.2212



Record 4
Computed, not measured: a 6-piece molecular cluster, C10H18Br8Cl6 overall in a non-equilibrium geometry, with the ωB97M-V functional and the def2-TZVPD basis.

## Properties
DFT total energy (a.u.): -23744.69753
HOMO (alpha / beta) (eV): -11.599 / -11.599
HOMO-LUMO gap (alpha / beta) (eV): 7.5101 / 1.8484
Energy above the lowest of the compared OMol25 structures with the same formula, charge and spin (kcal/mol): 7.04
Charge: +1
F_max (eV/Å): 1.8
2S+1: 2

Cartesian coordinates (Å):
1 Br -1.73242 3.21313 -0.02237
2 C -2.23580 3.09086 -1.93746
3 C -3.04461 4.35171 -2.31408
4 Br -1.89617 5.91579 -2.41973
5 H -2.86623 2.20306 -1.98719
6 H -1.37498 2.95710 -2.59260
7 H -3.83090 4.61565 -1.60684
8 H -3.38089 4.31212 -3.35015
9 Br 1.20919 -0.54051 2.07542
10 C 0.70731 -0.50350 0.16041
11 C -0.77544 -0.46072 -0.08030
12 Br -1.39102 -0.36883 -2.00012
13 H 1.12219 -1.35325 -0.38171
14 H 1.13540 0.45023 -0.14820
15 H -1.35053 0.31060 0.43198
16 H -1.17903 -1.42121 0.24011
17 Br 5.67120 1.12425 2.70751
18 C 4.87313 0.59941 0.90328
19 C 5.89040 -0.17283 0.07601
20 Br 6.07008 -1.99073 0.80129
21 H 4.43298 1.50387 0.48337
22 H 4.02583 -0.00870 1.22011
23 H 6.89462 0.25090 0.06656
24 H 5.64077 -0.35528 -0.96922
25 Br 0.76621 -4.61910 2.10949
26 C -1.02778 -5.50164 2.14351
27 C -2.05666 -4.41123 2.36158
28 Br -3.87050 -5.00770 1.99853
29 H -1.01914 -6.33388 2.84736
30 H -1.27499 -6.00343 1.20799
31 H -1.79991 -3.50252 1.81713
32 H -2.01579 -4.00647 3.37282
33 C 2.35339 2.03525 -2.65698
34 Cl 1.76901 2.78536 -1.18467
35 Cl 2.99905 0.39311 -2.48705
36 Cl 3.51924 3.13469 -3.42228
37 H 1.55775 1.92064 -3.39313
38 C -4.60509 0.21059 1.27345
39 Cl -3.84868 -1.15069 0.51977
40 Cl -5.20486 1.39567 0.03121
41 Cl -3.42264 1.07227 2.21328
42 H -5.43388 -0.13420 1.89178

Atomic forces in eV per Å
Br 0.0 0.1 -0.9
C -1.2 1.2 -0.4
C 0.8 -0.1 0.1
Br 0.3 -0.2 0.5
H 0.0 -0.2 0.2
H 0.3 -0.1 0.6
H 0.0 -0.3 -0.2
H -0.4 -0.5 0.2
Br -0.6 -0.2 -0.7
C 0.2 1.2 -0.5
C -0.9 -1.1 0.4
Br 0.8 0.1 0.8
H 0.3 0.1 0.4
H 0.3 -0.5 -0.2
H 0.4 0.0 -0.1
H -0.2 0.2 -0.1
Br -0.5 -0.2 -1.3
C 0.1 -0.1 1.1
C 0.1 -0.3 0.1
Br 0.0 0.3 -0.1
H 0.6 0.1 -0.2
H 0.2 -0.2 -0.2
H -0.2 0.1 0.3
H -0.5 0.3 0.2
Br -0.9 -0.7 -0.1
C -0.2 -0.1 -0.6
C 0.6 0.7 1.0
Br 0.4 0.2 0.0
H 0.1 0.6 0.5
H 0.7 0.4 -0.4
H -0.3 -0.4 -0.8
H -0.3 -0.5 0.3
C 0.3 -0.1 -1.4
Cl -0.2 -0.2 0.3
Cl 0.0 0.4 0.4
Cl 0.0 -0.3 0.2
H -0.1 0.2 0.5
C -0.2 0.5 -0.8
Cl -0.4 -0.6 -0.3
Cl -0.1 -0.6 0.3
Cl 0.4 0.4 0.8
H 0.1 0.3 -0.1

These are the Löwdin partial charges, in e, on atoms 1 to 4:
1 Br 0.9863
2 C -0.5707
3 C -0.6464
4 Br 0.7718



Q: Which value of F_max does entry 4 give?
A: 1.8 eV/Å



Q: Among the records above, which one has the lowest DFT total energy?
A: C10H18Br8Cl6